[1]
{
  "formula": "C15H21BO6",
  "method": "the ωB97M-V functional and the def2-TZVPD basis",
  "symbols": ["C", "C", "O", "O", "B", "O", "C", "C", "O", "O", "C", "C", "O", "H", "H", "H", "H", "H", "H", "H", "H", "H", "C", "C", "C", "C", "C", "C", "C", "C", "C", "H", "H", "H", "H", "H", "H", "H", "H", "H", "H", "H", "H"],
  "xyz": [[1.388, 3.584, 1.425], [0.912, 2.383, 0.705], [1.557, 1.381, 0.490], [-0.417, 2.532, 0.333], [-1.026, 2.009, -0.802], [-2.349, 1.655, -0.734], [-3.138, 1.610, 0.441], [-4.523, 2.012, 0.143], [-2.713, 1.245, 1.514], [-0.272, 1.627, -1.892], [-0.355, 0.564, -2.789], [0.050, 0.992, -4.149], [-0.666, -0.564, -2.473], [0.521, 4.161, 1.726], [2.005, 3.324, 2.297], [1.991, 4.161, 0.713], [-4.611, 2.237, -0.918], [-5.238, 1.231, 0.428], [-4.718, 2.914, 0.730], [0.746, 1.822, -4.060], [0.507, 0.159, -4.701], [-0.856, 1.317, -4.674], [-1.080, -2.699, -0.198], [-0.272, -1.693, 0.643], [-0.967, -1.210, 1.905], [1.214, -1.988, 0.743], [1.995, -1.204, 1.609], [3.376, -1.329, 1.592], [3.984, -2.276, 0.765], [3.199, -3.130, -0.022], [1.814, -2.989, -0.040], [-0.741, -2.603, -1.248], [-0.940, -3.735, 0.174], [-2.149, -2.419, -0.141], [-0.220, -0.834, 0.051], [-0.554, -0.218, 2.121], [-2.030, -1.087, 1.680], [-0.797, -1.910, 2.733], [1.517, -0.461, 2.240], [3.975, -0.670, 2.217], [5.063, -2.404, 0.770], [3.643, -3.904, -0.651], [1.174, -3.595, -0.697]],
  "total_charge": 0,
  "smiles": "CC(=O)OB(OC(C)=O)OC(C)=O.CC(C)c1ccccc1",
  "homo_ev": -8.2,
  "relative_energy_kcal_mol": 0.0,
  "largest_force_ev_per_a": 2.61,
  "orbital_gap_ev": 8.389
}

=====

[2]
{
  "formula": "C18H52O8",
  "method": "the ωB97M-V functional and the def2-TZVPD basis",
  "symbols": ["C", "C", "C", "O", "H", "H", "H", "H", "H", "H", "H", "H", "C", "C", "C", "O", "H", "H", "H", "H", "H", "H", "H", "H", "C", "C", "C", "O", "H", "H", "H", "H", "H", "H", "H", "H", "C", "C", "C", "O", "H", "H", "H", "H", "H", "H", "H", "H", "C", "C", "C", "O", "H", "H", "H", "H", "H", "H", "H", "H", "C", "C", "C", "O", "H", "H", "H", "H", "H", "H", "H", "H", "O", "H", "H", "O", "H", "H"],
  "xyz": [[1.922, -1.769, -0.858], [2.526, -1.220, -2.190], [4.013, -1.311, -2.315], [2.010, -1.953, -3.433], [0.835, -1.729, -0.794], [2.313, -1.302, 0.046], [2.250, -2.807, -0.806], [2.105, -0.242, -2.423], [4.531, -0.515, -1.780], [4.324, -1.272, -3.359], [4.490, -2.269, -2.106], [1.069, -1.776, -3.503], [1.695, 2.840, -1.377], [1.062, 3.553, -2.570], [1.838, 4.785, -3.057], [0.967, 2.683, -3.650], [1.850, 3.525, -0.543], [2.622, 2.319, -1.611], [0.879, 2.237, -0.979], [0.075, 3.931, -2.301], [1.340, 5.345, -3.849], [2.733, 4.491, -3.605], [2.017, 5.445, -2.208], [1.838, 2.406, -3.944], [-0.917, -3.465, 4.411], [-1.180, -2.441, 3.338], [-0.175, -1.251, 3.572], [-0.792, -3.039, 2.157], [-1.062, -4.515, 4.159], [-1.769, -3.361, 5.083], [0.002, -3.410, 4.994], [-2.218, -2.111, 3.303], [-0.251, -0.446, 2.842], [0.881, -1.521, 3.604], [-0.449, -0.634, 4.428], [0.089, -3.360, 2.361], [-3.576, 0.371, 2.262], [-5.044, -0.171, 1.974], [-5.896, -0.300, 3.176], [-5.682, 0.702, 1.131], [-3.102, -0.408, 2.860], [-3.476, 1.344, 2.743], [-3.039, 0.515, 1.325], [-4.971, -1.162, 1.526], [-5.377, -0.864, 3.950], [-6.804, -0.880, 3.014], [-6.234, 0.685, 3.497], [-5.546, 1.616, 1.389], [-0.953, -1.346, -5.118], [-1.626, -1.621, -3.765], [-2.080, -3.080, -3.673], [-0.627, -1.395, -2.802], [0.114, -1.539, -5.231], [-1.174, -0.317, -5.400], [-1.438, -1.828, -5.967], [-2.384, -0.866, -3.556], [-2.823, -3.287, -4.443], [-2.414, -3.212, -2.644], [-1.178, -3.689, -3.744], [-1.030, -1.635, -1.964], [3.259, 1.435, 2.913], [3.057, 2.935, 2.641], [3.995, 3.530, 1.487], [1.743, 2.937, 2.031], [3.470, 0.812, 2.045], [2.327, 0.958, 3.213], [4.123, 1.094, 3.484], [3.209, 3.556, 3.524], [3.697, 4.553, 1.257], [3.951, 2.888, 0.607], [5.055, 3.646, 1.711], [1.513, 2.106, 1.609], [-1.654, -1.714, -0.128], [-1.708, -2.230, 0.677], [-2.565, -1.529, -0.356], [0.196, 0.529, 0.611], [-0.362, -0.245, 0.543], [-0.409, 1.268, 0.552]],
  "total_charge": 0,
  "smiles": "CC(C)O.CC(C)O.CC(C)O.CC(C)O.CC(C)O.CC(C)O.O.O",
  "homo_ev": -9.2,
  "relative_energy_kcal_mol": 77.1,
  "largest_force_ev_per_a": 3.68,
  "orbital_gap_ev": 9.501
}

=====

[3]
{
  "formula": "C6H12O5",
  "method": "the ωB97M-V functional and the def2-TZVPD basis",
  "symbols": ["C", "C", "C", "C", "C", "C", "H", "H", "H", "H", "H", "H", "H", "H", "H", "H", "H", "H", "O", "O", "O", "O", "O"],
  "xyz": [[-0.774, 0.973, -0.946], [-0.192, -0.405, -1.624], [0.833, -1.170, -0.698], [0.194, -1.421, 0.675], [-0.096, -0.215, 1.421], [-0.205, 1.072, 0.602], [-0.862, 2.282, -2.423], [-1.917, 1.207, -0.685], [0.200, -0.156, -2.713], [-1.071, -1.239, -2.002], [0.725, -2.042, -1.128], [2.002, 0.256, -0.126], [0.566, -2.190, 1.430], [-0.794, -2.588, -0.744], [0.680, 0.092, 2.089], [-1.689, -1.253, 1.834], [-0.723, 1.722, 1.289], [1.325, 2.172, -0.432], [-0.501, 2.370, -1.561], [2.125, -0.657, -0.721], [-1.208, -1.897, 0.476], [-1.298, -0.311, 2.253], [1.258, 1.585, 0.431]],
  "total_charge": 0,
  "homo_ev": -10.0,
  "relative_energy_kcal_mol": 157.2,
  "largest_force_ev_per_a": 7.72,
  "orbital_gap_ev": 9.204
}

=====

[4]
{
  "formula": "C30H25Cl3GeN7O2W",
  "method": "the ωB97M-V functional and the def2-TZVPD basis",
  "symbols": ["W", "C", "C", "C", "C", "C", "C", "C", "N", "N", "C", "C", "C", "C", "C", "C", "N", "C", "C", "C", "C", "C", "C", "N", "H", "H", "H", "H", "H", "H", "H", "H", "H", "H", "H", "H", "H", "H", "H", "H", "H", "H", "H", "H", "Cl", "Ge", "Cl", "Cl", "O", "C", "O", "C", "C", "C", "C", "C", "C", "H", "H", "H", "H", "H", "N", "C", "C", "C", "N", "C", "N"],
  "xyz": [[-0.326, 0.415, 0.380], [-0.808, 2.708, -1.764], [0.309, 2.267, -2.672], [1.575, 1.773, -2.034], [2.762, 1.992, -2.725], [3.943, 1.439, -2.283], [3.908, 0.646, -1.146], [2.708, 0.492, -0.496], [1.548, 1.063, -0.893], [-1.526, 1.617, -1.024], [-2.534, 2.274, -0.125], [-1.768, 3.011, 0.930], [-2.218, 4.162, 1.541], [-1.363, 4.837, 2.399], [-0.078, 4.356, 2.590], [0.289, 3.176, 1.976], [-0.547, 2.498, 1.176], [-2.246, 0.769, -2.004], [-2.783, -0.424, -1.304], [-3.891, -1.126, -1.736], [-4.212, -2.318, -1.108], [-3.401, -2.775, -0.083], [-2.325, -2.010, 0.312], [-2.034, -0.831, -0.270], [-1.573, 3.222, -2.352], [-0.433, 3.418, -1.032], [0.556, 3.139, -3.280], [-0.018, 1.513, -3.392], [2.734, 2.589, -3.627], [4.866, 1.606, -2.822], [4.787, 0.146, -0.766], [2.657, -0.150, 0.367], [-3.184, 1.511, 0.308], [-3.146, 2.962, -0.714], [-3.213, 4.528, 1.328], [-1.689, 5.744, 2.890], [0.635, 4.870, 3.219], [1.275, 2.766, 2.122], [-1.531, 0.424, -2.749], [-3.023, 1.354, -2.502], [-4.476, -0.749, -2.564], [-5.076, -2.887, -1.425], [-3.592, -3.709, 0.425], [-1.668, -2.345, 1.098], [-0.945, 1.289, 4.275], [-1.541, -0.078, 2.691], [-1.110, -1.976, 3.598], [-3.689, 0.131, 2.649], [0.221, -1.173, -1.789], [0.590, -1.898, -0.868], [0.474, -1.453, 0.390], [1.155, -3.248, -1.023], [1.494, -4.004, 0.099], [2.016, -5.276, -0.064], [2.196, -5.785, -1.344], [1.859, -5.033, -2.463], [1.336, -3.762, -2.306], [1.343, -3.596, 1.089], [2.279, -5.870, 0.800], [2.603, -6.780, -1.470], [2.003, -5.444, -3.453], [1.066, -3.163, -3.166], [1.181, 0.376, 1.954], [1.758, 0.047, 2.889], [2.431, -0.413, 4.069], [3.139, -1.618, 3.987], [3.701, -2.623, 3.887], [2.325, 0.362, 5.230], [2.245, 1.028, 6.172]],
  "spin_multiplicity": 4,
  "total_charge": 2,
  "homo_ev": [-14.0, -14.0],
  "largest_force_ev_per_a": 0.86,
  "orbital_gap_ev": [8.139, 4.874]
}